1.
ORCA calculation (ωB97M-V/def2-TZVPD) on one molecule with the formula C4H9NO.

Last column: Löwdin charge in e.
CARTESIAN COORDINATES (ANGSTROEM)
C  0.68  1.59  0.71  -0.052
C  0.58  0.62  -0.47  -0.433
O  1.74  -0.16  -0.57  -0.030
C  -0.71  -0.20  -0.42  -0.406
C  -0.82  -1.47  -1.17  0.042
N  -0.66  -1.25  0.62  0.040
H  1.63  2.14  0.66  0.081
H  -0.15  2.31  0.70  0.078
H  0.65  1.04  1.66  0.078
H  0.57  1.18  -1.42  0.146
H  1.61  -0.93  -0.02  0.077
H  -1.59  0.42  -0.24  0.146
H  -0.11  -2.05  0.19  0.091
H  -1.89  -1.73  -1.28  0.029
H  -1.54  -1.51  1.05  0.114

Calculated values
Total energy ... -7827.477 eV
2S+1 ... 1
Energy above the lowest of the compared OMol25 structures with the same formula, charge and spin ... 111.67 kcal per mole
Orbital gap ... 9.3 eV
F_max ... 0.79 eV/Å


2.
ORCA calculation (ωB97M-V/def2-TZVPD) on one molecule with the formula C2H3N3OS.

Last column: Löwdin spin population.
CARTESIAN COORDINATES (ANGSTROEM)
C  0.67  2.03  -1.28  0.033
C  0.00  0.03  0.12  0.002
N  0.98  2.75  -2.23  0.022
N  0.08  1.21  -0.66  0.036
N  -0.64  1.09  -2.98  0.807
O  -1.34  0.19  -3.41  0.768
S  0.14  2.31  -3.65  0.332
H  -0.68  -0.54  -0.45  -0.001
H  0.94  -0.54  0.17  0.002
H  -0.39  0.10  1.10  0.000

Calculated values
Total energy ... -19469.654 eV
2S+1 ... 3
Energy above the lowest of the compared OMol25 structures with the same formula, charge and spin ... 28.37 kcal per mole
Orbital gap (spin up / spin down) ... 7.8 / 7.7 eV
F_max ... 2.76 eV/Å


3.
ORCA calculation (ωB97M-V/def2-TZVPD) on one molecule with the formula C4H6FNS.

Last column: Löwdin charge in e.
CARTESIAN COORDINATES (ANGSTROEM)
C  -2.19  -0.37  -0.03  -0.118
C  -0.89  0.36  0.03  -0.839
S  -0.75  2.02  0.01  0.665
N  0.16  -0.52  0.07  -0.024
C  1.54  -0.33  -0.07  -0.104
C  2.29  0.79  -0.02  -0.142
F  3.64  0.67  0.02  -0.011
H  -2.10  -1.46  -0.20  0.076
H  -2.73  -0.20  0.93  0.094
H  -2.85  -0.02  -0.85  0.086
H  -0.09  -1.48  0.18  0.125
H  2.05  -1.29  -0.03  0.125
H  1.91  1.84  -0.03  0.067

Calculated values
Total energy ... -19287.112 eV
2S+1 ... 1
Energy above the lowest of the compared OMol25 structures with the same formula, charge and spin ... 21.10 kcal per mole
Orbital gap ... 9.0 eV
F_max ... 1.47 eV/Å


4.
ORCA calculation (ωB97M-V/def2-TZVPD) on one molecule with the formula C5H9NS.

Last column: Löwdin charge in e.
CARTESIAN COORDINATES (ANGSTROEM)
C  -2.24  -1.77  -0.54  0.143
C  -2.63  -0.76  0.20  -0.352
C  1.70  -0.43  -0.67  -0.129
C  1.16  0.17  0.60  -0.336
C  0.59  1.56  0.36  -0.399
N  -1.72  0.29  0.53  -0.386
S  -1.03  1.29  -0.53  0.893
H  -1.51  -1.97  -1.24  -0.001
H  -3.38  -0.68  0.92  0.064
H  0.90  -0.34  -1.39  0.043
H  2.49  0.08  -1.03  0.030
H  2.04  -1.47  -0.56  0.089
H  2.00  0.17  1.42  0.141
H  0.30  -0.46  0.97  0.089
H  0.27  2.20  1.28  0.115
H  1.07  2.11  -0.30  -0.004

Calculated values
Total energy ... -17650.657 eV
2S+1 ... 1
Energy above the lowest of the compared OMol25 structures with the same formula, charge and spin ... 127.68 kcal per mole
Orbital gap (spin up / spin down) ... 8.3 / 7.7 eV
F_max ... 6.43 eV/Å


5.
ORCA calculation (ωB97M-V/def2-TZVPD) on C35H37NO2P2Sn as an isolated structure.

Last column: Löwdin charge in e.
CARTESIAN COORDINATES (ANGSTROEM)
Sn  1.26  -0.26  -0.32  1.259
C  1.94  1.29  -1.83  -0.291
C  0.58  1.96  -1.98  -0.408
C  -0.34  1.47  -3.09  -0.200
C  -0.18  -0.02  -3.43  -0.186
C  0.15  -1.01  -2.33  -0.280
C  1.43  -1.57  -2.08  -0.349
C  2.67  -1.04  -2.77  -0.200
C  2.68  0.52  -2.92  -0.188
C  0.14  -0.01  1.64  -0.169
H  2.62  2.07  -1.46  0.099
H  0.66  3.06  -2.11  0.116
H  -0.15  2.07  -4.00  0.123
H  -1.39  1.67  -2.83  0.091
H  -1.11  -0.36  -3.90  0.120
H  0.60  -0.11  -4.18  0.095
H  -0.69  -1.70  -2.15  0.037
H  1.43  -2.60  -1.70  0.067
H  2.74  -1.54  -3.74  0.122
H  3.58  -1.34  -2.22  0.116
H  3.74  0.82  -2.91  0.117
H  2.32  0.85  -3.89  0.100
H  0.91  -0.21  2.39  -0.006
H  -0.65  -0.78  1.69  -0.007
H  -0.29  0.97  1.89  -0.009
P  -0.21  1.91  -0.24  1.014
P  -1.59  -2.43  -0.11  1.053
C  -1.66  0.70  -0.35  -0.271
C  -2.03  -0.64  -0.31  -0.320
C  -1.27  3.29  0.39  -0.346
C  -2.12  4.00  -0.46  -0.076
C  -2.83  5.09  0.08  -0.073
C  -2.75  5.37  1.44  -0.075
C  -2.00  4.57  2.31  -0.058
C  -1.24  3.52  1.78  -0.088
C  1.49  2.57  0.63  -0.253
C  2.67  1.83  0.88  -0.194
C  3.86  2.43  1.26  -0.066
C  4.04  3.79  1.05  -0.065
C  2.93  4.58  0.74  -0.072
C  1.66  3.97  0.64  -0.090
C  -2.80  -3.15  0.96  -0.383
C  -3.80  -2.31  1.51  -0.106
C  -5.00  -2.86  1.92  -0.087
C  -5.17  -4.25  1.86  -0.092
C  -4.12  -5.10  1.50  -0.086
C  -2.92  -4.56  1.06  -0.083
C  -0.15  -3.50  0.13  -0.410
C  0.56  -3.43  1.35  -0.094
C  1.84  -3.98  1.42  -0.059
C  2.32  -4.81  0.40  -0.061
C  1.50  -5.11  -0.70  -0.091
C  0.29  -4.44  -0.85  -0.115
H  -2.55  1.34  -0.48  0.076
H  -3.08  -0.71  -0.66  0.085
H  -2.22  3.71  -1.51  0.109
H  -3.47  5.69  -0.57  0.106
H  -3.32  6.19  1.87  0.104
H  -1.99  4.72  3.39  0.112
H  -0.62  2.88  2.43  0.113
H  2.81  0.75  0.63  0.014
H  4.63  1.79  1.69  0.111
H  5.03  4.21  1.20  0.106
H  3.03  5.66  0.61  0.105
H  0.79  4.63  0.59  0.098
H  -3.63  -1.24  1.54  0.092
H  -5.82  -2.20  2.23  0.105
H  -6.14  -4.66  2.11  0.097
H  -4.27  -6.18  1.51  0.106
H  -2.11  -5.22  0.75  0.101
H  0.13  -2.90  2.20  0.115
H  2.48  -3.71  2.26  0.114
H  3.34  -5.20  0.46  0.110
H  1.84  -5.85  -1.43  0.111
H  -0.29  -4.61  -1.76  0.112
O  3.26  0.85  3.47  -0.140
N  2.91  -0.31  3.25  -0.346
O  3.10  -0.88  2.16  -0.236

Calculated values
Total energy ... -66875.043 eV
2S+1 ... 1
Energy above the lowest of the compared OMol25 structures with the same formula, charge and spin ... 113.68 kcal per mole
Orbital gap ... 5.4 eV
F_max ... 2.96 eV/Å


6.
ORCA calculation (ωB97M-V/def2-TZVPD) on a 2-piece molecular cluster, C6H13NO overall.

Last column: Löwdin charge in e.
CARTESIAN COORDINATES (ANGSTROEM)
C  -1.14  0.24  0.57  -0.250
N  -0.35  0.64  -0.62  -0.087
C  -0.46  -0.25  -1.84  -0.229
C  0.66  -1.27  -1.79  -0.040
C  1.36  -1.88  -0.68  -0.321
O  1.33  -1.45  0.47  -0.018
C  -0.72  0.90  1.91  -0.250
C  -0.59  2.41  1.83  -0.119
H  -2.19  0.43  0.35  0.109
H  -1.00  -0.85  0.68  0.098
H  0.63  0.56  -0.38  0.030
H  -0.27  0.40  -2.71  0.104
H  -1.52  -0.49  -1.86  0.117
H  2.07  0.21  -1.70  0.244
H  1.07  -1.63  -2.76  0.091
H  2.21  -2.52  -0.96  0.115
H  0.23  0.42  2.15  0.098
H  -1.46  0.62  2.67  0.105
H  -0.32  2.98  2.72  0.066
H  -1.52  2.81  1.41  0.072
H  0.15  2.58  1.04  0.064

Calculated values
Total energy ... -9965.428 eV
2S+1 ... 1
Energy above the lowest of the compared OMol25 structures with the same formula, charge and spin ... 132.51 kcal per mole
Orbital gap ... 7.1 eV
F_max ... 4.07 eV/Å